Record 1
The following is a quantum chemistry calculation of C8H10N2O3 in the gas phase, from the Open Molecules 2025 dataset.

ORCA input file:
```
! wB97M-V def2-TZVPD RIJCOSX def2/J DEFGRID3
* xyz 0 1
C 3.25 -0.83 -0.61
O 2.12 -0.91 0.22
C 1.23 0.14 0.10
C 1.42 1.45 0.44
C 0.32 2.38 0.39
C -0.87 1.84 -0.02
C -1.07 0.51 -0.42
C -2.52 0.10 -0.52
O -3.26 0.84 -1.11
N -2.97 -1.00 0.20
N -2.28 -1.67 1.19
C -0.04 -0.34 -0.37
O -0.18 -1.60 -0.75
H 3.42 -1.82 -0.89
H 3.03 -0.21 -1.47
H 4.12 -0.35 -0.21
H 2.39 1.72 0.89
H 0.35 3.42 0.82
H -1.78 2.49 -0.05
H -3.97 -0.94 0.22
H -1.55 -2.21 0.75
H -1.88 -1.13 1.91
H 0.74 -1.88 -0.68
*
```

Computed properties:
SMILES: COc1cccc(C(=O)NN)c1O
HOMO-LUMO gap, eV: 9.5
Molar mass, g/mol: 182.2

Löwdin population analysis, charges in e, atoms 1 to 5: number 1, C, carries -0.0666; number 2, O, carries -0.1034; number 3, C, carries -0.2253; number 4, C, carries 0.0013; number 5, C, carries -0.0600


Record 2
The following is a quantum chemistry calculation of 10 unconnected molecules or ions with the total composition C30H85N5O15, from the Open Molecules 2025 dataset.

ORCA input file:
```
! wB97M-V def2-TZVPD RIJCOSX def2/J DEFGRID3
* xyz 0 1
C -1.27 -4.57 3.75
O -2.23 -5.39 4.36
C -2.35 -5.16 5.73
C -3.50 -6.04 6.24
N -3.86 -5.68 7.62
C -3.92 -6.85 8.53
C -2.53 -7.34 9.01
O -1.67 -6.23 9.17
C -0.57 -6.48 10.01
H -1.31 -3.51 4.04
H -1.13 -4.77 2.69
H -0.28 -4.84 4.16
H -2.54 -4.10 6.00
H -1.46 -5.44 6.32
H -3.21 -7.07 6.00
H -4.37 -5.84 5.60
H -3.03 -5.21 7.98
H -4.55 -7.63 8.10
H -4.39 -6.48 9.44
H -2.12 -7.89 8.14
H -2.61 -8.00 9.87
H 0.11 -7.14 9.45
H -0.82 -7.01 10.94
H 0.01 -5.57 10.18
C -2.20 1.76 -6.21
O -1.92 3.07 -5.72
C -1.83 3.06 -4.32
C -1.53 4.51 -3.87
N -0.11 4.89 -3.88
C 0.66 4.54 -5.08
C 2.16 4.42 -4.84
O 2.76 4.29 -6.11
C 2.99 2.95 -6.51
H -3.16 1.35 -5.88
H -1.38 1.12 -5.87
H -2.13 1.78 -7.29
H -1.00 2.42 -3.99
H -2.77 2.90 -3.79
H -1.84 4.66 -2.83
H -2.12 5.20 -4.47
H 0.07 5.88 -3.74
H 0.55 5.37 -5.80
H 0.28 3.61 -5.50
H 2.38 3.58 -4.18
H 2.42 5.35 -4.31
H 3.66 3.08 -7.35
H 2.07 2.48 -6.87
H 3.48 2.38 -5.72
C -0.38 -2.05 0.75
O 0.15 -0.78 0.43
C 1.30 -0.89 -0.38
C 1.93 0.45 -0.63
N 3.17 0.47 -1.40
C 3.10 -0.20 -2.68
C 2.06 0.33 -3.67
O 2.16 -0.53 -4.81
C 0.99 -0.50 -5.62
H -0.24 -2.37 1.79
H -0.05 -2.85 0.09
H -1.46 -1.96 0.57
H 1.04 -1.34 -1.35
H 2.05 -1.60 -0.01
H 2.02 1.05 0.28
H 1.16 1.01 -1.18
H 3.44 1.43 -1.55
H 2.73 -1.23 -2.59
H 4.07 -0.19 -3.17
H 2.40 1.31 -4.05
H 1.04 0.39 -3.30
H 1.07 -1.34 -6.30
H 0.93 0.46 -6.13
H 0.09 -0.72 -5.03
C 5.44 3.60 -2.25
O 4.12 3.97 -1.85
C 4.13 5.27 -1.33
C 2.70 5.63 -0.94
N 2.31 5.31 0.43
C 2.36 3.91 0.88
C 1.27 3.63 1.95
O 0.68 2.36 1.72
C 0.92 1.40 2.74
H 6.02 3.31 -1.37
H 5.98 4.41 -2.74
H 5.39 2.67 -2.81
H 4.45 6.00 -2.09
H 4.79 5.47 -0.47
H 1.98 5.07 -1.55
H 2.40 6.66 -1.12
H 2.84 5.82 1.13
H 3.31 3.71 1.39
H 2.16 3.28 0.02
H 0.48 4.38 1.93
H 1.67 3.70 2.97
H 0.57 0.42 2.46
H 0.36 1.77 3.61
H 1.98 1.39 3.05
C -7.06 -0.46 2.29
O -6.50 -1.18 3.36
C -5.53 -2.15 3.02
C -4.36 -1.59 2.21
N -3.75 -0.58 3.07
C -2.63 0.19 2.51
C -2.93 1.19 1.39
O -3.70 0.77 0.29
C -3.92 1.78 -0.66
H -7.87 -1.08 1.89
H -6.38 -0.37 1.42
H -7.29 0.58 2.50
H -6.08 -2.93 2.46
H -5.17 -2.63 3.92
H -4.52 -1.15 1.22
H -3.64 -2.40 2.10
H -4.41 0.05 3.52
H -1.92 -0.55 2.13
H -2.20 0.75 3.34
H -1.88 1.43 1.14
H -3.44 2.01 1.91
H -3.15 1.68 -1.44
H -4.02 2.81 -0.31
H -4.93 1.59 -1.04
O 4.50 -0.58 -6.17
H 3.54 -0.43 -6.21
H 4.87 -0.14 -6.94
O 4.68 -3.23 -4.35
H 4.59 -3.10 -3.39
H 4.69 -2.34 -4.73
O -2.19 -0.89 -1.69
H -3.00 -0.76 -1.18
H -1.50 -0.46 -1.15
O 6.56 -0.13 -2.78
H 7.31 0.02 -2.20
H 5.84 -0.39 -2.19
O 5.17 -2.39 -1.69
H 6.10 -2.16 -1.82
H 5.11 -2.65 -0.77
*
```

Computed properties:
SMILES: COCCNCCOC.COCCNCCOC.COCCNCCOC.COCCNCCOC.COCCNCCOC.O.O.O.O.O
HOMO-LUMO gap, eV: 8.7
Molar mass, g/mol: 756.0

Löwdin population analysis, charges in e, atoms 1 to 5: number 1, C, carries -0.1289; number 2, O, carries -0.1738; number 3, C, carries -0.2506; number 4, C, carries -0.2097; number 5, N, carries -0.0496


Record 3
The following is a quantum chemistry calculation of a molecular structure, C12H13ClO2Re, from the Open Molecules 2025 dataset.

ORCA input file:
```
! wB97M-V def2-TZVPD RIJCOSX def2/J DEFGRID3
* xyz 0 4
C 2.04 2.96 0.20
C 1.90 2.30 -1.08
C 1.90 0.89 -0.84
H 1.86 2.80 -2.04
C 2.02 0.67 0.57
C 2.09 1.94 1.22
H 2.22 2.13 2.28
H 2.12 4.02 0.38
H 1.92 0.10 -1.59
H 2.16 -0.29 1.04
Re 0.29 1.78 0.16
Cl -1.85 2.36 -0.37
C -1.84 -2.17 -1.43
C -0.68 -2.90 -0.99
C 0.35 -2.74 -1.98
H -0.60 -3.45 -0.06
C -0.21 -2.01 -3.07
C -1.55 -1.64 -2.74
H -2.20 -0.98 -3.31
H -2.75 -2.00 -0.86
H 1.37 -3.12 -1.91
H 0.27 -1.84 -4.03
C -2.04 0.28 3.47
O -1.60 0.95 2.26
C -0.58 0.34 1.61
O -0.18 -0.79 1.82
H -3.08 0.02 3.32
H -1.92 1.00 4.28
H -1.45 -0.61 3.67
*
```

Computed properties:
HOMO-LUMO gap (alpha / beta), eV: 7.6 / 6.3
Expectation value of S²: 3.781
Molar mass, g/mol: 410.9

Löwdin population analysis, charges in e, atoms 1 to 5: number 1, C, carries -0.2258; number 2, C, carries -0.2367; number 3, C, carries -0.2121; number 4, H, carries 0.1128; number 5, C, carries -0.2357